2 unconnected molecules or ions with the total composition C3H7NS. Source: the Open Molecules 2025 dataset; level of theory: ωB97M-V/def2-TZVPD.

SMILES: [H]/N=C/C.C=S
Kohn-Sham gap (eV): 8.5
LUMO level (eV): 0.3
Highest occupied orbital energy (Ha): -0.3039
Relative energy (zero: lowest compared OMol25 entry of this formula, charge and spin) (kcal per mole): 57.5

The geometry in ORCA input format:
```
! wB97M-V def2-TZVPD RIJCOSX def2/J DEFGRID3
* xyz 0 1
H -0.466 -1.361 -0.981
N -0.100 -0.506 -0.552
C 1.089 -0.339 -0.348
C 1.777 0.830 0.297
H 1.833 -1.006 -0.810
H 2.941 0.989 0.051
H 1.648 0.574 1.378
H 1.229 1.774 0.208
C -2.472 -0.336 0.122
S -2.648 0.689 1.346
H -2.630 -1.329 0.154
H -2.200 0.019 -0.864
*
```

C6H9N in the gas phase. Source: the Open Molecules 2025 dataset; level of theory: ωB97M-V/def2-TZVPD.

SMILES: C1=CCN2C[C@H]2C1
Kohn-Sham gap (eV): 9.8
LUMO level (eV): 1.1
Highest occupied orbital energy (Ha): -0.3169
Relative energy (zero: lowest compared OMol25 entry of this formula, charge and spin) (kcal per mole): 154.7

The geometry in ORCA input format:
```
! wB97M-V def2-TZVPD RIJCOSX def2/J DEFGRID3
* xyz 0 1
C -0.880 -1.618 -0.103
C 0.161 -1.432 -0.838
C 0.850 -0.002 -1.181
N 0.140 0.941 -0.379
C 0.269 1.923 0.775
C 0.062 0.525 0.880
C -1.140 -0.488 0.918
H -1.278 -2.643 0.175
H 0.543 -2.239 -1.742
H 0.539 0.310 -2.282
H 2.033 -0.061 -1.331
H 1.297 2.553 1.029
H -0.382 2.659 0.674
H 1.129 0.105 0.887
H -1.726 0.390 0.685
H -1.619 -0.922 1.831
*
```

C4H8O2 in the gas phase. Source: the Open Molecules 2025 dataset; level of theory: ωB97M-V/def2-TZVPD.

SMILES: CC(=O)[C@@H](C)O
Kohn-Sham gap (eV): 11.0
LUMO level (eV): 0.9
Highest occupied orbital energy (Ha): -0.3731
Relative energy (zero: lowest compared OMol25 entry of this formula, charge and spin) (kcal per mole): 16.3

The geometry in ORCA input format:
```
! wB97M-V def2-TZVPD RIJCOSX def2/J DEFGRID3
* xyz 0 1
C 0.990 -0.016 -1.576
C 0.869 -0.367 -0.115
O 1.527 -1.249 0.403
C -0.105 0.433 0.750
C -1.556 0.028 0.449
O 0.196 0.230 2.103
H 0.037 -0.158 -2.096
H 1.757 -0.638 -2.042
H 1.259 1.042 -1.680
H 0.035 1.498 0.514
H -1.748 -0.121 -0.619
H -2.246 0.791 0.815
H -1.770 -0.906 0.976
H 0.756 -0.566 2.120
*
```

C3H4F2O2S in the gas phase. Source: the Open Molecules 2025 dataset; level of theory: ωB97M-V/def2-TZVPD.

SMILES: CS(=O)(=O)/C(F)=C\F
Kohn-Sham gap (eV): 11.0
LUMO level (eV): 0.7
Highest occupied orbital energy (Ha): -0.3812
Relative energy (zero: lowest compared OMol25 entry of this formula, charge and spin) (kcal per mole): 25.1

The geometry in ORCA input format:
```
! wB97M-V def2-TZVPD RIJCOSX def2/J DEFGRID3
* xyz 0 1
C -1.133 0.665 -1.405
S -0.738 0.563 0.357
O -1.824 -0.025 1.072
O -0.191 1.805 0.794
C 0.766 -0.782 0.363
F 0.626 -1.602 -0.687
C 1.744 -0.924 1.231
F 1.876 -0.104 2.266
H -1.947 1.375 -1.484
H -0.258 1.026 -1.927
H -1.438 -0.312 -1.760
H 2.518 -1.685 1.180
*
```

A molecular structure, C50H54AlFN7O16. Source: the Open Molecules 2025 dataset; level of theory: ωB97M-V/def2-TZVPD.

Kohn-Sham gap (eV): 5.0
LUMO level (eV): 0.1
Highest occupied orbital energy (Ha): -0.1788

The geometry in ORCA input format:
```
! wB97M-V def2-TZVPD RIJCOSX def2/J DEFGRID3
* xyz -1 1
C -1.882 1.387 0.080
C -3.328 1.057 -0.305
C -3.528 0.922 -1.825
C -4.601 1.859 -2.374
O -5.853 1.526 -1.873
Al -6.904 2.743 -1.147
O -7.119 4.135 -2.213
F -6.088 3.334 0.262
C -8.702 1.999 -0.667
C -9.198 2.664 0.625
C -8.853 0.475 -0.547
C -7.663 -0.214 0.131
H -1.173 0.921 -0.607
H -1.707 2.467 0.031
H -1.633 1.069 1.097
H -4.009 1.827 0.073
H -3.627 0.136 0.204
H -3.830 -0.104 -2.062
H -2.587 1.101 -2.360
H -4.582 1.824 -3.478
H -4.315 2.896 -2.101
H -6.447 4.811 -2.105
H -9.361 2.336 -1.483
H -9.046 3.749 0.635
H -8.659 2.281 1.499
H -10.270 2.482 0.808
H -8.997 0.037 -1.542
H -9.766 0.230 0.024
H -6.799 -0.231 -0.538
H -7.356 0.357 1.016
H -7.896 -1.233 0.455
C 3.207 -3.069 0.081
C 3.217 -1.972 -0.771
C 2.029 -1.472 -1.280
C 0.849 -2.094 -0.912
C 0.807 -3.178 -0.055
C 2.007 -3.670 0.439
N -0.422 -1.551 -1.437
O -0.356 -0.627 -2.217
O -1.456 -2.051 -1.038
H 4.138 -3.451 0.477
H 4.152 -1.495 -1.035
H 1.996 -0.610 -1.930
H -0.144 -3.608 0.221
H 2.000 -4.518 1.110
C -3.797 -4.755 -1.894
C -2.449 -5.078 -1.782
C -2.006 -6.352 -2.100
C -2.941 -7.279 -2.528
C -4.288 -6.985 -2.646
C -4.713 -5.706 -2.322
N -2.482 -8.637 -2.877
O -1.298 -8.887 -2.752
O -3.308 -9.431 -3.286
H -4.125 -3.753 -1.650
H -1.752 -4.323 -1.448
H -0.966 -6.634 -2.027
H -4.980 -7.739 -2.989
H -5.763 -5.461 -2.412
C 1.062 6.692 1.183
C 2.424 6.418 1.164
C 2.884 5.215 0.656
C 1.959 4.312 0.169
C 0.598 4.560 0.161
C 0.154 5.769 0.679
N 2.451 3.020 -0.355
O 3.649 2.802 -0.288
O 1.636 2.250 -0.811
H 0.707 7.625 1.601
H 3.135 7.128 1.565
H 3.934 4.963 0.637
H -0.081 3.817 -0.229
H -0.908 5.978 0.697
C 6.039 2.601 4.381
C 6.304 3.828 3.785
C 5.390 4.865 3.885
C 4.213 4.631 4.572
C 3.921 3.418 5.172
C 4.855 2.399 5.077
N 3.199 5.703 4.618
O 3.469 6.760 4.079
O 2.135 5.451 5.141
H 6.756 1.798 4.279
H 7.225 3.968 3.235
H 5.557 5.828 3.426
H 2.977 3.289 5.679
H 4.644 1.436 5.522
C 11.355 6.447 6.190
C 12.422 5.787 5.595
C 12.192 4.746 4.709
C 10.882 4.396 4.440
C 9.799 5.033 5.020
C 10.049 6.070 5.905
N 10.628 3.288 3.495
O 11.587 2.687 3.057
O 9.471 3.044 3.213
H 11.542 7.258 6.881
H 13.438 6.081 5.821
H 12.998 4.209 4.230
H 8.795 4.712 4.788
H 9.218 6.582 6.374
C -9.278 -11.065 -6.471
C -8.444 -9.998 -6.779
C -8.022 -9.134 -5.781
C -8.453 -9.370 -4.489
C -9.282 -10.425 -4.153
C -9.695 -11.278 -5.164
N -8.006 -8.455 -3.417
O -7.299 -7.521 -3.738
O -8.368 -8.693 -2.284
H -9.603 -11.736 -7.256
H -8.120 -9.836 -7.798
H -7.373 -8.294 -5.982
H -9.584 -10.559 -3.125
H -10.345 -12.111 -4.928
C 6.582 2.379 -1.912
C 6.654 1.003 -2.087
C 6.330 0.151 -1.043
C 5.941 0.713 0.159
C 5.858 2.078 0.361
C 6.185 2.914 -0.694
N 5.585 -0.185 1.278
O 5.640 -1.383 1.086
O 5.245 0.336 2.322
H 6.831 3.038 -2.733
H 6.960 0.590 -3.039
H 6.372 -0.923 -1.142
H 5.534 2.459 1.318
H 6.123 3.987 -0.565
*
```

C6H9N in the gas phase. Source: the Open Molecules 2025 dataset; level of theory: ωB97M-V/def2-TZVPD.

Kohn-Sham gap (eV): 9.8
LUMO level (eV): 1.0
Highest occupied orbital energy (Ha): -0.3239
Relative energy (zero: lowest compared OMol25 entry of this formula, charge and spin) (kcal per mole): 96.1

The geometry in ORCA input format:
```
! wB97M-V def2-TZVPD RIJCOSX def2/J DEFGRID3
* xyz 0 1
C 1.431 -0.537 1.001
C 0.243 -0.050 0.198
C 0.519 0.875 -0.960
C -0.206 1.385 0.254
C -2.345 -0.632 0.306
N -1.897 -0.839 -0.893
C -0.863 -1.071 0.047
H 1.156 -0.816 2.025
H 2.211 0.230 1.057
H 1.874 -1.420 0.522
H 1.547 1.201 -1.106
H -0.033 0.745 -1.888
H 0.299 2.081 0.917
H -1.278 1.555 0.169
H -2.073 -0.592 -1.858
H -0.586 -2.113 0.211
*
```

C13H14F3NO4 in the gas phase. Source: the Open Molecules 2025 dataset; level of theory: ωB97M-V/def2-TZVPD.

SMILES: COC(=O)[C@@H](NC=O)[C@@](O)(Cc1ccccc1)C(F)(F)F
Kohn-Sham gap (eV): 10.0
LUMO level (eV): 0.7
Highest occupied orbital energy (Ha): -0.3434
Relative energy (zero: lowest compared OMol25 entry of this formula, charge and spin) (kcal per mole): 0.0

The geometry in ORCA input format:
```
! wB97M-V def2-TZVPD RIJCOSX def2/J DEFGRID3
* xyz 0 1
C -0.263 -3.967 0.335
O 0.008 -2.626 -0.062
C -1.034 -1.892 -0.402
O -2.168 -2.280 -0.490
C -0.618 -0.455 -0.741
N -1.599 0.090 -1.643
C -1.283 0.941 -2.637
O -0.181 1.387 -2.837
C -0.464 0.378 0.569
O -0.156 -0.517 1.603
C 0.591 1.496 0.408
C 1.976 0.925 0.264
C 2.527 0.738 -0.998
C 3.785 0.178 -1.135
C 4.506 -0.198 -0.015
C 3.971 0.002 1.245
C 2.714 0.564 1.384
C -1.806 1.057 0.940
F -2.848 0.224 0.942
F -2.133 2.084 0.144
F -1.722 1.562 2.186
H -0.781 -3.972 1.295
H -0.887 -4.464 -0.411
H 0.703 -4.457 0.421
H 0.363 -0.478 -1.227
H -2.530 -0.296 -1.551
H -2.158 1.199 -3.255
H 0.128 -0.026 2.386
H 0.336 2.083 -0.476
H 0.541 2.144 1.288
H 1.974 1.049 -1.873
H 4.204 0.039 -2.121
H 5.487 -0.637 -0.123
H 4.534 -0.275 2.124
H 2.317 0.735 2.375
*
```

2 unconnected molecules or ions with the total composition C3H9N3O2. Source: the Open Molecules 2025 dataset; level of theory: ωB97M-V/def2-TZVPD.

SMILES: N/C=C/N.NC(=O)O
Kohn-Sham gap (eV): 8.9
LUMO level (eV): 0.8
Highest occupied orbital energy (Ha): -0.3000
Relative energy (zero: lowest compared OMol25 entry of this formula, charge and spin) (kcal per mole): 51.3

The geometry in ORCA input format:
```
! wB97M-V def2-TZVPD RIJCOSX def2/J DEFGRID3
* xyz 0 1
N 0.810 3.035 -1.256
C 0.201 2.408 -0.125
C -0.778 1.454 -0.262
N -1.451 0.854 0.865
H 1.785 3.164 -1.150
H 0.645 2.441 -2.092
H 0.526 2.697 0.900
H -1.084 1.096 -1.281
H -2.470 0.715 0.676
H -1.418 1.543 1.599
N 1.434 -2.622 -0.126
C 0.167 -1.991 0.107
O -0.849 -2.121 -0.557
O 0.279 -1.186 1.191
H 2.172 -1.938 -0.392
H 1.729 -2.896 0.808
H -0.407 -0.458 1.161
*
```

A molecular structure, C25H17Cl4CrF2N3O3. Source: the Open Molecules 2025 dataset; level of theory: ωB97M-V/def2-TZVPD.

Kohn-Sham gap (spin up / spin down) (eV): 3.8 / 6.0
⟨S²⟩: 6.049
LUMO level (spin up / spin down) (eV): 4.5 / 4.5
Highest occupied orbital energy (spin up / spin down) (Ha): 0.0240 / -0.0560

The geometry in ORCA input format:
```
! wB97M-V def2-TZVPD RIJCOSX def2/J DEFGRID3
* xyz -2 5
Cr 0.146 -0.182 -0.315
O 1.769 -1.264 -0.544
C 2.373 -2.048 0.272
C 3.522 -2.751 -0.181
C 4.220 -3.608 0.635
C 3.826 -3.831 1.959
C 2.712 -3.167 2.426
C 1.976 -2.281 1.627
C 0.823 -1.651 2.222
N 0.071 -0.795 1.641
N -1.000 -0.327 2.373
C -1.713 0.476 1.630
O -1.475 0.785 0.411
C -2.906 1.098 2.265
C -3.612 2.078 1.570
C -4.752 2.643 2.119
C -5.196 2.242 3.372
C -4.482 1.282 4.080
C -3.343 0.715 3.533
H 3.817 -2.580 -1.208
H 5.089 -4.124 0.240
H 4.376 -4.513 2.596
H 2.377 -3.324 3.447
H 0.564 -1.928 3.245
H -3.236 2.391 0.604
H -5.295 3.401 1.567
H -6.098 2.671 3.794
H -4.815 0.977 5.065
H -2.774 -0.033 4.067
Cl -1.862 -4.549 -1.620
C -0.994 -3.401 -2.607
C -0.573 -3.786 -3.874
C 0.121 -2.886 -4.654
Cl 0.672 -3.424 -6.237
C 0.422 -1.577 -4.231
C 1.146 -0.606 -4.978
C 1.339 0.656 -4.391
C 0.855 0.934 -3.139
N 0.165 0.034 -2.387
C -0.036 -1.219 -2.942
C -0.715 -2.133 -2.088
O -1.056 -1.723 -0.893
H -0.781 -4.783 -4.235
H 1.544 -0.850 -5.952
H 1.873 1.434 -4.926
H 0.991 1.914 -2.701
F 2.608 1.436 0.160
C 1.220 1.580 0.092
F 0.889 2.142 1.337
H 1.062 2.405 -0.619
Cl -4.407 -0.144 -2.879
C -3.140 0.437 -1.769
Cl -2.436 1.954 -2.333
H -2.358 -0.313 -1.700
H -3.603 0.608 -0.806
*
```

4 unconnected molecules or ions with the total composition C13H37N3O6. Source: the Open Molecules 2025 dataset; level of theory: ωB97M-V/def2-TZVPD.

Kohn-Sham gap (eV): 10.2
LUMO level (eV): -4.8
Highest occupied orbital energy (Ha): -0.5504

The geometry in ORCA input format:
```
! wB97M-V def2-TZVPD RIJCOSX def2/J DEFGRID3
* xyz 2 1
C -2.609 3.507 2.302
C -1.366 2.811 2.811
C -0.374 3.758 3.535
O -0.085 4.778 2.717
C 0.960 5.668 3.094
N -1.825 1.656 3.694
H -2.263 0.883 3.169
H -1.047 1.273 4.232
H -2.528 2.083 4.297
H -2.545 3.685 1.230
H -2.637 4.500 2.717
H -3.544 2.976 2.579
H -0.832 2.360 2.015
H 0.571 3.254 3.885
H -0.832 4.128 4.428
H 0.592 6.386 3.937
H 1.223 6.164 2.140
H 1.789 5.115 3.432
C 2.121 -4.108 -4.016
C 2.525 -2.674 -3.668
C 3.381 -2.050 -4.810
O 3.512 -0.653 -4.552
C 4.716 -0.152 -5.067
N 1.366 -1.805 -3.456
H 1.113 -1.613 -2.448
H 1.635 -0.913 -3.876
H 0.534 -2.076 -3.939
H 3.050 -4.722 -3.999
H 1.577 -4.176 -4.977
H 1.412 -4.356 -3.230
H 3.042 -2.563 -2.691
H 2.911 -2.224 -5.781
H 4.337 -2.614 -4.772
H 5.507 -0.684 -4.498
H 4.781 0.901 -4.854
H 4.872 -0.353 -6.139
C -1.486 -3.329 0.802
C -2.225 -2.055 0.850
C -2.668 -1.624 2.228
O -3.192 -0.238 2.178
C -4.271 0.072 1.309
N -1.505 -0.938 0.305
H -1.846 0.006 0.455
H 0.030 -0.504 0.931
H -1.333 -0.942 -0.721
H -1.296 -3.691 -0.233
H -2.145 -4.117 1.293
H -0.648 -3.337 1.458
H -3.107 -2.218 0.262
H -1.862 -1.556 2.973
H -3.459 -2.263 2.531
H -4.145 -0.164 0.270
H -4.289 1.141 1.299
H -5.138 -0.490 1.670
O 2.963 -0.305 -0.029
C 1.626 -0.460 -0.149
O 0.927 -0.611 -1.125
O 1.023 -0.203 1.034
H 3.006 -0.325 0.967
*
```

A molecular structure, C5H5Cl2IrNO5V. Source: the Open Molecules 2025 dataset; level of theory: ωB97M-V/def2-TZVPD.

Kohn-Sham gap (spin up / spin down) (eV): 9.0 / 5.7
⟨S²⟩: 12.027
LUMO level (spin up / spin down) (eV): -16.3 / -20.7
Highest occupied orbital energy (spin up / spin down) (Ha): -0.9292 / -0.9684
Relative energy (zero: lowest compared OMol25 entry of this formula, charge and spin) (kcal per mole): 0.0

The geometry in ORCA input format:
```
! wB97M-V def2-TZVPD RIJCOSX def2/J DEFGRID3
* xyz 4 7
Ir 1.182 2.366 -1.444
V 0.008 0.042 -0.034
Cl 1.069 2.044 0.886
Cl 1.800 0.045 -1.588
C -0.774 -1.468 -0.788
C 0.682 4.156 -1.225
C 1.306 2.574 -3.299
O -1.253 -2.411 -1.312
O 0.339 5.262 -1.119
O 1.341 2.725 -4.452
N -0.503 -2.653 4.279
C -0.026 -1.256 4.080
C -0.435 -0.825 2.682
O -1.655 -0.822 2.367
O 0.568 -0.595 1.919
H -1.523 -2.720 4.182
H -0.250 -2.991 5.210
H -0.066 -3.290 3.603
H -0.508 -0.642 4.823
H 1.049 -1.252 4.214
*
```

2 unconnected molecules or ions with the total composition C3H6NO3. Source: the Open Molecules 2025 dataset; level of theory: ωB97M-V/def2-TZVPD.

Kohn-Sham gap (eV): 9.0
LUMO level (eV): 4.2
Highest occupied orbital energy (Ha): -0.1748
Relative energy (zero: lowest compared OMol25 entry of this formula, charge and spin) (kcal per mole): 2.1

The geometry in ORCA input format:
```
! wB97M-V def2-TZVPD RIJCOSX def2/J DEFGRID3
* xyz -1 1
O 0.152 0.138 1.092
C -0.879 0.607 0.563
O -1.198 0.509 -0.651
C -1.861 1.345 1.478
H -1.381 2.179 1.989
H -2.720 1.723 0.922
H -2.227 0.674 2.256
C 2.097 -1.589 -1.009
N 1.298 -0.675 -1.563
O 2.748 -2.428 -1.626
H 2.164 -1.517 0.085
H 0.604 -0.205 -0.978
H 1.204 -0.761 -2.559
*
```